one) The following is a DFT calculation (the ωB97M-V functional and the def2-TZVPD basis) of a 2-piece molecular cluster, C3H8FN2 overall.

Properties
E_LUMO (spin up / spin down): -5.909 / -5.909 eV
Frontier orbital gap (spin up / spin down): 0.3227 / 0.3226 Eh
E_HOMO (spin up / spin down): -14.69 / -14.69 eV
Charge: +1

Last column: Mulliken charge in e.
Geometry (Å):
H 0.895 1.048 -1.696  0.4055
N -0.913 0.870 -2.411  -0.2603
C -0.019 0.718 -1.448  0.2003
H 1.692 0.408 0.743  0.2912
H 0.228 0.002 2.608  0.3921
C 0.668 -0.129 0.683  0.4972
C 0.347 -0.796 1.984  -1.4946
H 1.043 -1.537 2.150  0.4101
N -0.264 0.036 -0.288  -0.1300
H -1.101 -0.533 -0.060  0.2856
H -0.556 0.987 -3.339  0.2721
H -1.902 0.941 -2.269  0.2617
F 1.599 -1.630 -0.426  -0.5778
H -0.497 -1.383 1.973  0.4470

two) The following is a DFT calculation (the ωB97M-V functional and the def2-TZVPD basis) of a 2-piece molecular cluster, C3H8FN2 overall.

Properties
E_LUMO: -3.689 eV
Frontier orbital gap: 0.3714 Eh
E_HOMO: -13.80 eV
Charge: +1

Last column: Mulliken charge in e.
Geometry (Å):
H -2.611 1.979 0.431  0.2373
C 3.117 -0.099 0.507  -0.7340
C 2.327 0.025 -0.564  0.0733
H 4.078 -0.366 0.427  0.2890
N -1.524 -1.024 -0.012  -0.2376
F 0.929 0.199 -0.334  -0.2796
H -1.092 1.422 -0.033  0.2379
H -0.541 -0.832 0.202  0.2536
C -2.382 -0.050 -0.005  0.1475
N -2.082 1.204 0.149  -0.2302
H 2.892 0.128 1.485  0.2764
H -1.650 -1.897 -0.432  0.2576
H -3.407 -0.201 0.040  0.3789
H 2.313 -0.255 -1.639  0.3299

two) comes first in stability; the runner-up is 1.946 eV higher.

one) The following is a DFT calculation (the ωB97M-V functional and the def2-TZVPD basis) of C44H51Cl2LaN8O7PS as an isolated structure.

Properties
E_LUMO (spin up / spin down): -1.636 / -1.690 eV
Frontier orbital gap (spin up / spin down): 0.2952 / 0.2932 Eh
E_HOMO (spin up / spin down): -9.67 / -9.67 eV
Charge: +1

Last column: Mulliken charge in e.
Geometry (Å):
C 6.402 -1.072 -3.022  -0.7433
H 1.187 3.793 -0.827  0.4268
P -2.468 -0.060 -1.308  1.5859
H 4.404 1.542 -0.149  -0.3217
O -1.278 1.933 0.705  0.2159
N 3.131 -3.297 -1.756  1.5142
O 2.989 -0.282 1.644  -0.6950
C -3.639 1.366 -1.227  0.1162
H -3.003 4.630 7.214  0.2157
H 0.359 -4.992 -0.177  0.1623
C -3.167 -2.113 -3.228  -0.0766
C 0.883 0.072 -3.644  -0.9612
C -1.264 0.525 -2.598  -0.2551
Cl 5.130 -5.465 -1.143  -0.2022
O -2.852 2.757 2.005  -0.8326
H 7.315 -0.590 -3.384  0.3889
H 5.158 -1.313 0.730  0.6707
C -4.358 3.399 -0.238  -1.0887
H 1.490 1.421 -5.130  0.5221
C 4.307 -1.612 0.100  -1.1362
C 3.295 -7.002 -2.343  -0.6238
O 1.766 2.459 0.609  -0.4420
N -2.114 4.199 4.762  0.0891
H -1.948 3.862 3.770  0.1433
H -4.636 -1.591 -0.180  0.3488
C 0.426 2.048 4.241  0.2385
C -4.759 1.448 -2.111  -0.6867
C 5.726 -1.918 -3.966  -0.6498
H -4.247 4.144 0.493  0.6121
C -1.436 1.699 -3.399  -0.9374
H 4.732 3.205 -0.459  0.6625
C 2.948 2.570 -1.448  -0.0112
C -3.274 3.899 5.264  0.8565
H -4.791 0.622 -2.746  0.6965
C -3.478 2.357 -0.253  0.5093
H -5.752 -4.336 -3.181  0.3747
C 3.063 -0.728 0.464  -0.3300
N -3.571 4.102 6.553  -0.3570
H 0.180 -0.976 -1.961  0.9858
N -0.555 -4.595 0.112  -0.4753
H 6.283 -0.110 -1.074  0.3092
C -0.940 4.457 5.567  -1.3974
H -4.561 4.034 6.794  0.2335
H 3.148 3.991 1.170  0.2667
O -1.845 1.414 4.869  -0.6761
H 6.124 -1.975 -4.999  0.3786
C -5.164 -3.022 -1.626  -0.6742
C 4.610 -2.615 -3.576  -0.7723
C -5.615 2.515 -2.117  -0.8257
H 0.689 2.283 -1.172  -0.7035
C 3.618 -5.706 -2.009  1.0981
H 0.240 2.925 3.616  0.1399
H -3.836 -3.574 -4.660  0.4097
H -1.644 -1.679 2.562  0.2953
C -3.947 -3.187 -3.642  -0.7655
C -4.399 -1.971 -1.194  -0.4676
H -6.064 4.311 -0.856  0.3650
C 1.183 -6.140 -3.196  -0.8473
H 3.206 3.200 -2.247  0.7006
H -6.528 2.568 -2.688  0.4241
O -0.758 0.159 3.293  -0.4906
H 2.219 1.908 3.313  0.1249
H -2.301 2.333 -3.346  0.4643
N -1.503 -1.563 1.574  -0.4373
H 0.227 -6.234 -3.662  0.5297
C 2.071 -7.195 -2.952  -0.5039
H -1.023 2.591 6.749  0.3590
C -3.413 -1.432 -2.040  0.1693
H 1.621 -0.617 -3.909  0.4446
C 3.935 2.531 -0.332  -0.4515
H 1.667 -8.187 -3.052  0.3606
C -5.006 -3.590 -2.871  -0.5031
O 2.170 -0.494 -0.411  0.1293
H -0.278 4.977 4.846  0.4728
C 2.812 -4.539 -2.239  -1.0754
N 1.496 1.276 3.545  -0.3569
C 0.806 2.493 5.610  -1.0655
C -0.049 -0.233 -2.654  -0.0032
H -2.399 -3.159 0.700  0.2564
H 1.837 0.593 4.163  0.2568
H -4.026 3.261 3.459  0.2714
H -5.273 3.377 4.671  0.1960
C 0.748 1.190 -4.412  -0.8424
H -0.578 2.830 -5.003  0.2712
H -5.960 -3.277 -1.001  0.4658
S 1.015 -2.887 1.352  -0.2990
C 1.570 2.781 -0.804  0.3323
C -5.395 3.531 -1.160  -0.7067
H 3.035 1.563 -1.873  -0.2671
H 0.240 3.838 7.202  0.5042
H 1.673 3.117 5.449  0.3654
N -4.291 3.486 4.430  -0.2969
H 2.260 -2.801 -1.503  -1.0003
H 4.072 -3.330 -4.184  0.5708
H 3.505 2.394 1.817  0.5044
C -0.389 1.997 -4.256  -0.6925
C -0.903 1.132 4.155  0.3568
La 0.361 0.248 1.214  3.1442
H 1.094 1.616 6.212  0.3385
C -2.453 2.357 0.895  -0.7606
H 3.959 -7.850 -2.087  0.3914
H -1.181 5.200 6.340  0.4737
H -1.252 -4.778 -0.587  0.2816
C 4.172 -2.512 -2.228  0.2231
C 4.722 -1.583 -1.354  0.8079
C 5.820 -0.827 -1.808  -0.6746
N -1.532 -2.679 0.824  -0.2774
H -2.226 -0.961 1.231  0.2450
C 3.124 2.897 0.899  -0.8263
H 3.897 -2.616 0.260  0.1604
C -0.258 3.314 6.373  -0.4282
C 1.601 -4.809 -2.865  0.6836
C -0.434 -3.432 0.747  0.4095
Cl 0.596 -3.463 -3.228  -0.0669
H -2.305 -1.770 -3.812  0.4604

two) The following is a DFT calculation (the ωB97M-V functional and the def2-TZVPD basis) of C44H51Cl2LaN8O7PS as an isolated structure.

Properties
E_LUMO: -2.127 eV
Frontier orbital gap: 0.2657 Eh
E_HOMO: -9.36 eV
Charge: +1

Last column: Mulliken charge in e.
Geometry (Å):
C 0.666 -25.376 12.890  -1.0581
C -3.938 -16.566 12.458  0.7098
C -6.383 -23.141 10.589  -0.0590
O -5.020 -22.595 6.420  -1.1371
H -1.995 -20.006 8.078  0.4002
H -6.690 -26.400 11.498  0.5360
C -3.691 -15.806 10.098  -0.8275
Cl -9.318 -22.016 2.816  -0.1866
C -3.154 -19.161 9.639  0.4190
H -5.164 -21.766 4.188  0.4395
N -4.356 -16.570 11.166  -0.1300
H -2.131 -23.255 5.652  0.2884
C -7.159 -24.228 11.450  -0.6128
N -0.090 -25.498 8.344  -0.1593
H -3.725 -16.025 7.966  0.4583
H -4.918 -25.863 9.513  0.1979
C -7.569 -20.776 5.250  0.7497
H -1.978 -17.547 8.676  0.4625
H -1.213 -22.700 14.647  0.5732
C -11.147 -24.586 5.163  -0.4376
N -3.200 -15.511 12.911  -0.3690
H -7.003 -22.536 10.039  0.6637
O -4.892 -20.913 9.772  0.0861
C -10.887 -23.763 4.084  -0.7317
H -4.943 -16.921 8.843  0.4989
H -1.316 -20.097 9.556  0.1443
H -10.492 -25.405 7.046  0.4181
C -1.884 -25.294 11.770  -0.3940
C -1.293 -26.480 11.953  -0.7580
H -4.182 -20.205 4.454  0.4128
H 0.469 -23.129 12.970  0.2154
H -6.687 -25.592 9.145  0.1870
H -5.326 -18.243 4.916  0.3792
H -12.037 -25.145 5.007  0.3704
C 0.486 -19.528 12.649  -0.6660
O -3.669 -20.850 6.772  -0.6853
C -6.278 -18.750 5.099  -0.6897
O -5.589 -23.898 9.569  0.6820
H 1.998 -20.696 9.926  0.7433
S -2.677 -25.604 7.888  -0.4511
O -5.288 -18.911 10.570  -1.0661
C 1.472 -19.682 11.755  -1.1521
H -4.135 -14.827 10.055  0.5223
C -4.547 -21.441 6.074  1.2703
H 2.337 -19.097 11.828  0.4549
H -3.077 -18.281 7.655  0.4664
N -4.311 -17.621 13.247  -0.2637
C -4.078 -21.470 13.396  -0.0385
C -3.915 -16.658 8.841  -1.5670
H -1.348 -20.235 13.424  0.6631
C 0.032 -24.151 12.703  0.0111
H -4.814 -18.396 12.807  0.1880
C -8.692 -19.962 5.552  -0.2541
C -0.762 -21.322 11.690  0.6163
H 0.646 -18.896 13.514  0.5002
H 1.662 -25.428 13.274  0.4447
H -4.485 -21.212 12.425  0.1099
C -0.679 -20.295 12.613  -0.9742
H -11.446 -23.809 3.146  0.3924
C -5.815 -25.318 9.795  -0.5230
C -3.017 -17.933 8.692  -0.8340
H 0.828 -25.271 8.203  0.2313
P -2.223 -22.498 11.745  2.3290
C -4.574 -19.714 9.980  -0.1165
C -8.620 -18.554 5.632  -0.8291
H -7.237 -16.865 5.511  0.4189
C 0.171 -21.376 10.676  -0.1812
H -3.066 -15.344 13.883  0.2158
H 0.447 -27.466 12.468  0.4857
H -8.118 -24.313 11.009  0.3066
H -9.522 -17.984 5.914  0.3734
C -9.755 -22.991 4.171  0.8396
H -2.972 -14.843 12.195  0.2113
N -7.665 -22.214 5.242  0.2950
C -0.014 -22.171 9.399  0.0599
H -4.466 -21.043 16.739  0.3788
H -9.693 -20.402 5.606  0.4325
C -9.147 -23.905 6.328  0.3597
H -7.145 -23.931 12.539  0.3512
N -0.727 -23.935 6.899  -0.6345
C -2.160 -22.262 14.596  -0.1405
C 1.308 -20.556 10.669  -0.8911
C -4.079 -21.366 15.771  -0.6555
H -1.327 -22.003 6.558  0.2847
O -1.070 -22.913 9.328  0.1764
H -5.776 -20.771 14.553  0.4546
H 0.072 -23.408 7.291  0.3818
C -8.851 -22.942 5.320  -0.5783
C 0.023 -26.522 12.498  -0.5054
La -3.560 -22.575 8.623  1.7012
C -4.727 -21.123 14.601  -1.1324
C -6.359 -20.141 4.995  0.2834
H -4.767 -17.467 10.839  0.2610
H -5.766 -22.537 11.222  -0.4574
C -7.397 -17.946 5.447  -0.6991
H -2.578 -15.700 10.232  0.4457
H -4.408 -17.400 14.227  0.2405
C -6.254 -25.466 11.269  -0.4823
C -10.310 -24.664 6.281  -0.8042
H -2.265 -22.089 16.753  0.4381
C -1.102 -25.025 7.674  0.5706
H -0.306 -26.254 8.977  0.1703
H -2.730 -18.970 10.625  0.2907
H -2.831 -25.262 11.216  0.2052
H -6.758 -22.601 5.574  0.0296
H -1.718 -27.504 11.701  0.3302
N -2.200 -20.219 9.067  -0.3197
H -5.421 -25.309 11.993  0.1199
C -5.050 -20.845 4.779  -1.4371
C -2.762 -21.869 15.801  -0.8921
C -1.269 -24.052 12.149  0.4170
N -1.765 -22.939 6.572  -0.2686
C -2.804 -22.049 13.407  -0.6336
Cl -8.247 -24.029 7.800  -0.1356
O 0.745 -22.002 8.356  -0.9456

one) comes first in stability; the runner-up is 0.291 eV higher.

one) The following is a DFT calculation (the ωB97M-V functional and the def2-TZVPD basis) of C2H2NO2S2 as an isolated structure.

Properties
E_LUMO: 3.520 eV
Frontier orbital gap: 0.2898 Eh
E_HOMO: -4.37 eV
Charge: -1

Last column: Mulliken charge in e.
Geometry (Å):
H 2.379 -0.547 0.083  0.2902
O 2.111 0.424 -0.216  -0.4108
C -0.101 -0.543 -0.033  0.1667
C -1.545 0.020 0.054  0.4044
O -2.466 -0.722 -0.077  -0.5227
N 0.717 0.452 -0.243  -0.0438
H 0.143 1.396 -0.013  0.2494
S -1.631 1.674 0.185  -0.6403
S 0.393 -2.154 0.261  -0.4932

two) The following is a DFT calculation (the ωB97M-V functional and the def2-TZVPD basis) of C2H2NO2S2 as an isolated structure.

Properties
E_LUMO: 3.528 eV
Frontier orbital gap: 0.2755 Eh
E_HOMO: -3.97 eV
Charge: -1

Last column: Mulliken charge in e.
Geometry (Å):
H -2.195 0.522 -0.222  0.2454
C 1.748 -0.081 0.017  0.4583
H -0.288 -1.415 -0.180  0.1861
O -2.192 -0.338 0.106  -0.3540
S -0.536 2.118 -0.037  -0.5378
S 1.805 -1.736 0.009  -0.5762
O 2.501 0.835 0.198  -0.4993
N -0.803 -0.480 0.124  -0.0199
C -0.040 0.576 -0.015  0.0975

one) comes first in stability; the runner-up is 0.398 eV higher.